Entry 1:
Below is a 5-piece molecular cluster, C38H73ClF4N4O16PS4 overall at a distorted geometry, with properties calculated with ωB97M-V with the def2-TZVPD basis set.

Bonds (Å) are listed after each position.
Positions of all 141 atoms, in Å:
1 C 2.190 -3.074 -3.459  C2 1.600, H41 1.158, H42 1.152, H43 1.160
2 C 1.466 -3.767 -2.212  C1 1.600, O3 1.276, O4 1.425
3 O 0.462 -4.514 -2.463  C2 1.276
4 O 1.844 -3.652 -0.843  C2 1.425, C5 1.452
5 C 2.869 -2.646 -0.634  O4 1.452, C6 1.630, H44 1.148, H45 1.163
6 C 3.035 -2.226 0.932  C5 1.630, C7 1.647, H46 1.155, H47 1.152
7 C 1.612 -1.709 1.580  C6 1.647, C8 1.628, H48 1.145, H49 1.147
8 C 1.755 -0.196 2.161  C7 1.628, C9 1.613, H50 1.144, H51 1.155
9 C 0.817 0.123 3.434  C8 1.613, C10 1.641, H52 1.153, H53 1.162
10 C -0.251 1.340 3.171  C9 1.641, C11 1.621, H54 1.154, H55 1.145
11 C -1.722 0.660 3.143  C10 1.621, C12 1.610, H56 1.162, H57 1.162
12 C -2.807 1.427 2.232  C11 1.610, C13 1.640, H58 1.142, H59 1.163
13 C -3.936 0.448 1.558  C12 1.640, P14 1.912, N16 1.524, C30 1.634
14 P -4.369 -0.628 3.078  C13 1.912, N15 1.616, H60 1.452, H61 1.455
15 N -5.690 -1.542 2.896  P14 1.616, H62 1.034
16 N -5.192 1.282 1.332  C13 1.524, O17 1.345, C20 1.351
17 O -5.848 1.635 2.452  N16 1.345, C18 1.420
18 C -7.207 1.223 2.484  O17 1.420, N19 1.219
19 N -8.402 1.146 2.260  C18 1.219
20 C -5.426 1.566 0.032  N16 1.351, C21 1.619, C24 1.643
21 C -6.668 2.440 -0.530  C20 1.619, C22 1.617, H63 1.164, H64 1.164
22 C -7.583 1.625 -1.585  C21 1.617, N23 1.315, H65 1.153
23 N -7.873 2.025 -2.804  C22 1.315, H66 1.046
24 C -4.177 0.920 -0.817  C20 1.643, Cl25 1.865, C26 1.609, C30 1.655
25 Cl -4.697 0.192 -2.453  C24 1.865
26 C -3.291 2.250 -1.009  C24 1.609, C27 1.579, H67 1.166, H68 1.162
27 C -3.563 3.213 -2.231  C26 1.579, C28 1.636, F29 1.426, H69 1.173
28 C -2.414 3.055 -3.386  C27 1.636, H70 1.144, H71 1.152, H72 1.145
29 F -4.825 3.214 -2.894  C27 1.426
30 C -3.556 -0.277 0.143  C13 1.634, C24 1.655, C31 1.607, C37 1.606
31 C -4.166 -1.734 -0.153  C30 1.607, C32 1.611, H73 1.162, H74 1.145
32 C -3.654 -2.942 0.783  C31 1.611, C33 1.626, H75 1.142, H76 1.161
33 C -3.236 -4.247 -0.092  C32 1.626, F34 1.417, F35 1.441, F36 1.450
34 F -1.935 -4.165 -0.646  C33 1.417
35 F -4.245 -4.598 -1.058  C33 1.441
36 F -3.249 -5.347 0.852  C33 1.450
37 C -1.966 -0.467 0.029  C30 1.606, C38 1.728, H77 1.143, H78 1.141
38 C -1.574 -0.928 -1.590  C37 1.728, C39 1.700, O40 1.508, H79 1.207
39 C 0.016 -0.536 -2.048  C38 1.700, O40 1.629, H80 1.137, H81 1.182
40 O -1.341 0.215 -2.547  C38 1.508, C39 1.629
41 H 1.461 -3.151 -4.355  C1 1.158
42 H 2.421 -1.953 -3.331  C1 1.152
43 H 3.119 -3.689 -3.784  C1 1.160
44 H 2.706 -1.661 -1.201  C5 1.148
45 H 3.883 -3.095 -0.985  C5 1.163
46 H 3.826 -1.385 0.961  C6 1.155
47 H 3.426 -3.167 1.471  C6 1.152
48 H 1.328 -2.481 2.375  C7 1.145
49 H 0.854 -1.755 0.719  C7 1.147
50 H 1.550 0.530 1.300  C8 1.144
51 H 2.857 -0.091 2.492  C8 1.155
52 H 0.309 -0.817 3.868  C9 1.153
53 H 1.527 0.495 4.276  C9 1.162
54 H -0.214 1.976 4.134  C10 1.154
55 H 0.020 1.924 2.223  C10 1.145
56 H -2.059 0.607 4.254  C11 1.162
57 H -1.542 -0.439 2.812  C11 1.162
58 H -2.216 2.041 1.473  C12 1.142
59 H -3.340 2.194 2.924  C12 1.163
60 H -4.438 0.245 4.236  P14 1.452
61 H -3.303 -1.580 3.351  P14 1.455
62 H -6.083 -1.340 1.961  N15 1.034
63 H -7.406 2.739 0.318  C21 1.164
64 H -6.319 3.471 -0.940  C21 1.164
65 H -7.957 0.595 -1.229  C22 1.153
66 H -8.444 1.265 -3.240  N23 1.046
67 H -3.472 2.874 -0.041  C26 1.166
68 H -2.145 2.060 -0.999  C26 1.162
69 H -3.396 4.307 -1.842  C27 1.173
70 H -2.685 2.239 -4.139  C28 1.144
71 H -1.393 2.904 -2.873  C28 1.152
72 H -2.349 4.048 -3.952  C28 1.145
73 H -5.317 -1.642 -0.018  C31 1.162
74 H -4.016 -2.122 -1.219  C31 1.145
75 H -2.873 -2.665 1.569  C32 1.142
76 H -4.580 -3.304 1.381  C32 1.161
77 H -1.340 0.479 0.173  C37 1.143
78 H -1.506 -1.264 0.704  C37 1.141
79 H -2.024 -1.971 -1.998  C38 1.207
80 H 0.457 0.496 -2.234  C39 1.137
81 H 0.226 -0.444 -0.889  C39 1.182
82 O 4.915 -0.550 5.729  S83 1.440
83 S 5.425 -1.897 5.720  O82 1.440, O84 1.442, O85 1.619, C88 1.770
84 O 5.480 -2.683 4.513  S83 1.442
85 O 4.669 -2.754 6.867  S83 1.619, C86 1.427
86 C 3.244 -2.827 6.833  O85 1.427, C87 1.518, H89 1.094, H90 1.093
87 C 2.756 -3.744 5.726  C86 1.518, H91 1.092, H92 1.093, H93 1.093
88 C 7.033 -1.900 6.458  S83 1.770, H94 1.089, H95 1.091, H96 1.090
89 H 2.811 -1.826 6.739  C86 1.094
90 H 2.922 -3.228 7.797  C86 1.093
91 H 3.004 -3.341 4.742  C87 1.092
92 H 1.671 -3.867 5.774  C87 1.093
93 H 3.230 -4.725 5.802  C87 1.093
94 H 7.001 -1.335 7.389  C88 1.089
95 H 7.720 -1.426 5.755  C88 1.091
96 H 7.339 -2.931 6.635  C88 1.090
97 O 2.927 0.444 -4.315  S98 1.443
98 S 3.766 0.975 -5.362  O97 1.443, O99 1.440, O100 1.619, C103 1.770
99 O 4.693 0.147 -6.090  S98 1.440
100 O 4.554 2.272 -4.799  S98 1.619, C101 1.428
101 C 5.359 2.125 -3.629  O100 1.428, C102 1.518, H104 1.094, H105 1.093
102 C 6.650 1.383 -3.926  C101 1.518, H106 1.092, H107 1.092, H108 1.093
103 C 2.744 1.817 -6.537  S98 1.770, H109 1.089, H110 1.091, H111 1.090
104 H 4.793 1.631 -2.833  C101 1.094
105 H 5.600 3.131 -3.277  C101 1.093
106 H 6.452 0.349 -4.219  C102 1.092
107 H 7.298 1.363 -3.047  C102 1.092
108 H 7.184 1.856 -4.753  C102 1.093
109 H 2.054 2.473 -6.006  C103 1.089
110 H 2.189 1.060 -7.093  C103 1.091
111 H 3.380 2.384 -7.217  C103 1.090
112 O 7.576 -3.244 0.803  S113 1.440
113 S 7.904 -4.607 1.130  O112 1.440, O114 1.441, O115 1.619, C118 1.770
114 O 9.260 -5.027 1.379  S113 1.441
115 O 7.249 -5.587 0.019  S113 1.619, C116 1.428
116 C 7.580 -5.376 -1.354  O115 1.428, C117 1.518, H119 1.094, H120 1.093
117 C 8.989 -5.844 -1.669  C116 1.518, H121 1.092, H122 1.092, H123 1.093
118 C 6.911 -5.118 2.504  S113 1.770, H124 1.089, H125 1.091, H126 1.090
119 H 7.442 -4.324 -1.624  C116 1.094
120 H 6.870 -5.957 -1.947  C116 1.093
121 H 9.732 -5.241 -1.143  C117 1.092
122 H 9.193 -5.767 -2.740  C117 1.092
123 H 9.130 -6.880 -1.352  C117 1.093
124 H 5.874 -4.836 2.320  C118 1.089
125 H 7.286 -4.608 3.391  C118 1.091
126 H 7.007 -6.196 2.629  C118 1.090
127 O -4.200 6.396 -1.909  S128 1.441
128 S -5.264 7.105 -1.245  O127 1.441, O129 1.442, O130 1.616, C133 1.770
129 O -6.482 6.446 -0.841  S128 1.442
130 O -5.641 8.418 -2.108  S128 1.616, C131 1.430
131 C -6.017 8.248 -3.477  O130 1.430, C132 1.518, H134 1.094, H135 1.093
132 C -7.416 7.675 -3.608  C131 1.518, H136 1.092, H137 1.092, H138 1.093
133 C -4.598 7.941 0.167  S128 1.770, H139 1.089, H140 1.091, H141 1.090
134 H -5.284 7.628 -4.002  C131 1.094
135 H -5.992 9.238 -3.940  C131 1.093
136 H -7.464 6.658 -3.214  C132 1.092
137 H -7.726 7.643 -4.655  C132 1.092
138 H -8.132 8.276 -3.042  C132 1.093
139 H -3.692 8.470 -0.126  C133 1.089
140 H -4.366 7.186 0.919  C133 1.091
141 H -5.347 8.631 0.555  C133 1.090

E_LUMO ... -0.1729 Eh
Orbital gap ... 6.4092 eV
2S+1 ... 1
Total charge ... +1
HOMO energy ... -11.11 eV

Results of the Mulliken charge analysis, in e, for atoms 1 through 8: atom 1 (C): -0.594, atom 2 (C): 0.711, atom 3 (O): -0.605, atom 4 (O): -0.317, atom 5 (C): -0.211, atom 6 (C): -0.712, atom 7 (C): 0.590, atom 8 (C): -0.541

---

Entry 2:
Below is a 12-piece molecular cluster, C48H60N12 overall at a distorted geometry, with properties calculated with ωB97M-V with the def2-TZVPD basis set.

Bonds (Å) are listed after each position.
Positions of all 120 atoms, in Å:
1 C 42.318 -45.864 59.844  C2 1.564, C5 1.539, H6 1.101
2 C 42.898 -47.257 60.256  C1 1.564, C3 1.490, H7 1.176
3 C 44.119 -47.592 59.471  C2 1.490, N4 1.428, H8 0.948
4 N 44.344 -46.535 58.537  C3 1.428, C5 1.480, H9 0.952
5 C 43.267 -45.530 58.680  C1 1.539, N4 1.480, H10 1.095
6 H 41.692 -45.136 60.383  C1 1.101
7 H 42.399 -47.941 61.072  C2 1.176
8 H 44.619 -48.385 59.610  C3 0.948
9 H 45.124 -46.409 58.006  N4 0.952
10 H 43.106 -44.704 57.979  C5 1.095
11 C 48.115 -40.012 56.136  C12 1.490, C15 1.553, H16 1.040
12 C 48.338 -39.016 57.222  C11 1.490, C13 1.497, H17 1.158
13 C 47.277 -37.977 57.037  C12 1.497, N14 1.387, H18 1.158
14 N 46.596 -38.249 55.860  C13 1.387, C15 1.425, H19 1.074
15 C 46.946 -39.492 55.256  C11 1.553, N14 1.425, H20 0.922
16 H 48.582 -40.933 56.006  C11 1.040
17 H 49.142 -39.036 58.055  C12 1.158
18 H 47.179 -36.967 57.594  C13 1.158
19 H 45.784 -37.620 55.547  N14 1.074
20 H 46.422 -39.669 54.518  C15 0.922
21 C 39.868 -39.587 62.582  C22 1.436, C25 1.562, H26 1.120
22 C 40.748 -40.713 62.454  C21 1.436, C23 1.571, H27 1.066
23 C 41.042 -41.073 63.955  C22 1.571, N24 1.376, H28 1.080
24 N 40.478 -40.093 64.739  C23 1.376, C25 1.348, H29 0.978
25 C 39.586 -39.315 64.094  C21 1.562, N24 1.348, H30 1.127
26 H 39.529 -38.940 61.732  C21 1.120
27 H 41.060 -41.194 61.556  C22 1.066
28 H 41.743 -41.822 64.290  C23 1.080
29 H 40.733 -40.119 65.683  N24 0.978
30 H 39.058 -38.434 64.558  C25 1.127
31 C 44.497 -35.208 56.037  C32 1.493, C35 1.503, H36 1.034
32 C 43.587 -36.058 56.861  C31 1.493, C33 1.538, H37 1.027
33 C 43.082 -37.219 55.988  C32 1.538, N34 1.382, H38 1.054
34 N 43.843 -37.068 54.845  C33 1.382, C35 1.393, H39 1.138
35 C 44.592 -35.902 54.707  C31 1.503, N34 1.393, H40 1.252
36 H 45.135 -34.508 56.451  C31 1.034
37 H 43.269 -35.669 57.757  C32 1.027
38 H 42.360 -37.961 56.186  C33 1.054
39 H 43.670 -37.997 54.209  N34 1.138
40 H 44.924 -35.609 53.536  C35 1.252
41 C 47.596 -45.166 61.161  C42 1.504, C45 1.497, H46 0.942
42 C 49.073 -45.194 60.877  C41 1.504, C43 1.526, H47 1.062
43 C 49.475 -46.616 61.258  C42 1.526, N44 1.361, H48 1.255
44 N 48.392 -47.397 61.519  C43 1.361, C45 1.479, H49 1.029
45 C 47.196 -46.533 61.624  C41 1.497, N44 1.479, H50 1.107
46 H 47.093 -44.373 61.087  C41 0.942
47 H 49.804 -44.496 60.550  C42 1.062
48 H 50.686 -46.948 61.260  C43 1.255
49 H 48.353 -48.346 61.915  N44 1.029
50 H 46.207 -46.848 62.007  C45 1.107
51 C 49.905 -40.149 61.919  C52 1.545, C55 1.527, H56 1.078
52 C 49.513 -41.032 60.713  C51 1.545, C53 1.543, H57 1.097
53 C 48.162 -41.609 61.184  C52 1.543, N54 1.433, H58 1.035
54 N 47.792 -41.126 62.481  C53 1.433, C55 1.382, H59 1.055
55 C 48.812 -40.333 62.970  C51 1.527, N54 1.382, H60 1.170
56 H 50.907 -39.751 61.953  C51 1.078
57 H 49.847 -41.142 59.675  C52 1.097
58 H 47.515 -42.201 60.633  C53 1.035
59 H 46.895 -41.498 62.895  N54 1.055
60 H 48.867 -39.935 64.068  C55 1.170
61 C 47.413 -46.252 56.112  C62 1.525, C65 1.533, H66 1.061
62 C 47.195 -47.737 56.384  C61 1.525, C63 1.533, H67 1.078
63 C 47.368 -47.913 57.897  C62 1.533, N64 1.416, H68 1.053
64 N 47.615 -46.614 58.404  C63 1.416, C65 1.430, H69 1.019
65 C 47.668 -45.550 57.451  C61 1.533, N64 1.430, H70 1.095
66 H 47.163 -45.908 55.140  C61 1.061
67 H 47.045 -48.470 55.608  C62 1.078
68 H 47.282 -48.780 58.489  C63 1.053
69 H 47.798 -46.579 59.405  N64 1.019
70 H 47.754 -44.504 57.763  C65 1.095
71 C 40.238 -36.388 58.231  C72 1.546, C75 1.473, H76 1.248
72 C 40.766 -37.804 58.558  C71 1.546, C73 1.549, H77 1.158
73 C 39.941 -38.616 57.528  C72 1.549, N74 1.331, H78 1.130
74 N 39.288 -37.835 56.671  C73 1.331, C75 1.437, H79 1.085
75 C 39.382 -36.448 57.033  C71 1.473, N74 1.437, H80 0.915
76 H 40.304 -35.566 59.167  C71 1.248
77 H 41.355 -38.105 59.508  C72 1.158
78 H 39.762 -39.723 57.673  C73 1.130
79 H 38.441 -38.115 56.053  N74 1.085
80 H 38.898 -35.855 56.532  C75 0.915
81 C 42.199 -43.079 54.432  C82 1.486, C85 1.494, H86 1.187
82 C 43.565 -43.532 54.063  C81 1.486, C83 1.491, H87 1.026
83 C 44.443 -42.954 55.120  C82 1.491, N84 1.438, H88 1.024
84 N 43.572 -42.391 56.116  C83 1.438, C85 1.363, H89 0.959
85 C 42.287 -42.263 55.681  C81 1.494, N84 1.363, H90 1.067
86 H 41.193 -43.458 53.929  C81 1.187
87 H 43.781 -44.216 53.329  C82 1.026
88 H 45.457 -42.814 55.101  C83 1.024
89 H 43.980 -42.106 56.936  N84 0.959
90 H 41.677 -41.639 56.295  C85 1.067
91 C 45.610 -36.331 61.301  C92 1.498, C95 1.430, H96 1.188
92 C 44.947 -37.456 60.568  C91 1.498, C93 1.475, H97 1.020
93 C 45.856 -38.609 60.702  C92 1.475, N94 1.442, H98 1.008
94 N 46.924 -38.142 61.551  C93 1.442, C95 1.396, H99 1.037
95 C 46.888 -36.764 61.776  C91 1.430, N94 1.396, H100 1.074
96 H 44.988 -35.324 61.196  C91 1.188
97 H 44.068 -37.423 60.053  C92 1.020
98 H 45.930 -39.589 60.477  C93 1.008
99 H 47.710 -38.718 61.905  N94 1.037
100 H 47.667 -36.162 62.203  C95 1.074
101 C 43.551 -41.745 59.429  C102 1.467, C105 1.612, H106 1.020
102 C 44.791 -42.528 59.377  C101 1.467, C103 1.512, H107 1.084
103 C 45.668 -41.709 58.458  C102 1.512, N104 1.299, H108 1.177
104 N 45.203 -40.545 58.116  C103 1.299, C105 1.409, H109 0.979
105 C 43.899 -40.392 58.626  C101 1.612, N104 1.409, H110 1.100
106 H 42.725 -41.909 60.005  C101 1.020
107 H 45.090 -43.487 59.786  C102 1.084
108 H 46.775 -42.046 58.248  C103 1.177
109 H 45.566 -39.739 57.696  N104 0.979
110 H 43.391 -39.450 58.373  C105 1.100
111 C 45.511 -43.995 63.550  C112 1.478, C115 1.582, H116 1.170
112 C 44.568 -43.488 62.531  C111 1.478, C113 1.564, H117 1.143
113 C 44.536 -41.956 62.843  C112 1.564, N114 1.404, H118 1.152
114 N 45.227 -41.714 64.041  C113 1.404, C115 1.402, H119 1.107
115 C 45.608 -42.899 64.687  C111 1.582, N114 1.402, H120 1.050
116 H 45.960 -45.074 63.512  C111 1.170
117 H 44.008 -43.987 61.668  C112 1.143
118 H 44.090 -41.121 62.186  C113 1.152
119 H 44.939 -40.751 64.504  N114 1.107
120 H 45.706 -43.033 65.723  C115 1.050

SMILES ... c1cc[nH]c1.c1cc[nH]c1.c1cc[nH]c1.c1cc[nH]c1.c1cc[nH]c1.c1cc[nH]c1.c1cc[nH]c1.c1cc[nH]c1.c1cc[nH]c1.c1cc[nH]c1.c1cc[nH]c1.c1cc[nH]c1
E_LUMO ... 0.0182 Eh
Orbital gap ... 8.0428 eV
2S+1 ... 1
Total charge ... 0
HOMO energy ... -7.55 eV
Energy relative to the best compared isomer or geometry (same formula, charge and spin) ... 560.3 kcal/mol

Results of the Mulliken charge analysis, in e, for atoms 1 through 8: atom 1 (C): -0.674, atom 2 (C): -0.541, atom 3 (C): -0.640, atom 4 (N): 0.057, atom 5 (C): -0.392, atom 6 (H): 0.448, atom 7 (H): 0.258, atom 8 (H): 0.706

---

Q: What is the E_LUMO in the first record?
A: -0.1729 Eh

---

Q: The lowest orbital gap belongs to which entry?
A: C38H73ClF4N4O16PS4

---

Q: Look up the 2S+1 of the first one.
A: 1